Version i
{
  "formula": "Cl2HN3",
  "method": "ωB97M-V/def2-TZVPD",
  "elements": ["N", "N", "N", "Cl", "Cl", "H"],
  "coordinates": [[-2.58, 0.41, -0.72], [-2.61, -0.63, -0.28], [-0.23, 0.35, 0.99], [-3.80, -1.85, -0.07], [-0.98, -1.16, 1.06], [0.65, 0.32, 0.56]],
  "gap_ev": [7.251, 8.819]
}

=====

Version ii
{
  "formula": "Cl2HN3",
  "method": "ωB97M-V/def2-TZVPD",
  "elements": ["N", "N", "N", "Cl", "Cl", "H"],
  "coordinates": [[-0.49, 0.33, 1.11], [1.35, 1.60, -0.03], [-1.00, -0.22, 0.25], [2.20, 0.39, -0.49], [-0.32, -2.01, -0.42], [-1.75, -0.09, -0.42]],
  "gap_ev": [8.435, 8.451]
}

=====

Result of the stability comparison: version i is the most stable of them.